Record 1
C20H17ClN3O3V as an isolated structure at a distorted geometry. Source: the Open Molecules 2025 dataset; level of theory: ωB97M-V/def2-TZVPD.

Geometry as XYZ:
```
45
Properties=species:S:1:pos:R:3:forces:R:3
V 0.673378 -0.779417 -0.301445 0.4067 0.9538 0.2664
O -0.294318 4.188259 5.068389 -0.2864 -0.4880 1.1221
C -0.801183 2.978118 4.780590 0.1570 0.7429 -2.0873
O -1.345002 2.254450 5.542243 0.0224 -0.1143 0.5903
C -0.688902 2.620863 3.278834 -0.9260 -0.6314 -0.1379
C -0.054770 3.432040 2.343839 0.6795 -0.5518 -1.1371
C 0.098921 2.986190 1.013482 -1.0530 -0.1082 1.1193
C -0.479427 1.780203 0.646320 0.9956 -0.0889 -1.3389
C -1.142757 0.967110 1.527461 -0.5937 -0.6759 1.8634
C -1.314760 1.420788 2.826605 0.8180 1.4426 0.1090
N -0.154807 1.178777 -0.615047 0.1076 -1.2316 1.9228
C 0.249429 1.770073 -1.639616 0.3183 -0.8657 -2.3167
C 0.746212 0.844970 -2.749227 0.3370 0.1078 0.1545
C 0.706953 1.152401 -4.121272 -0.1941 0.5412 1.8949
C 1.164939 0.170583 -4.987039 0.1188 0.7521 1.3625
C 1.712256 -0.992024 -4.502165 -0.3044 -0.8992 -0.8943
C 1.608347 -1.302678 -3.164702 -0.1268 0.9723 0.4704
N 1.188108 -0.378697 -2.287047 -0.9437 0.7477 -0.5069
H 0.110678 4.637851 4.325661 -0.0150 -0.0269 -0.1292
H 0.439508 4.374195 2.564989 -0.1401 -0.1320 0.1736
H 0.648287 3.536225 0.280259 0.3074 0.4334 -0.0887
H -1.460011 -0.087417 1.404809 -0.0368 0.8750 -0.7594
H -1.950417 0.878085 3.484018 -0.0339 -0.4328 0.7437
H 0.194562 2.837983 -1.763731 0.0548 0.3789 -0.2189
H 0.334564 2.158590 -4.404405 0.2596 -0.9786 -0.1219
H 1.109259 0.349955 -6.006964 0.0915 0.2004 -1.8207
H 2.086475 -1.690277 -5.244420 0.0251 -0.1871 0.3953
H 1.791980 -2.273291 -2.740849 0.4778 -0.2851 -0.1490
Cl -0.539952 -6.228328 -0.759709 0.1560 0.3095 0.0040
C -1.102224 -4.612602 -0.758276 -1.5987 -0.0330 -0.2667
C -2.470803 -4.341484 -0.982556 -0.0473 -0.9410 -0.3394
C -2.936277 -3.041250 -0.918069 -1.2336 -1.0942 -0.2875
C -2.056556 -2.050958 -0.655675 0.3345 1.8776 0.7104
N -0.749712 -2.259929 -0.416627 -0.6914 -0.5855 -0.4654
C -0.305840 -3.532810 -0.485921 0.9656 -0.0012 0.8936
H -3.183169 -5.156094 -1.212384 0.6418 0.4346 0.2577
H -4.010186 -2.835075 -1.038871 0.6830 -0.0308 -0.0018
H -2.429633 -1.030450 -0.523172 0.3254 -0.2340 -0.2577
H 0.711238 -3.706993 -0.136186 0.0745 0.0170 -0.3837
C 2.332528 -0.113765 2.698773 1.0631 2.3514 -1.5968
C 1.890927 -0.258419 1.249609 -0.4976 -0.8304 1.8176
O 2.350126 0.275575 0.274487 0.6123 0.5891 -1.0319
H 2.448962 -1.037722 3.182367 -0.1016 -1.3701 0.5643
H 1.535951 0.471504 3.194217 0.3553 -0.2339 -0.0795
H 3.337119 0.444896 2.728423 -1.5647 -0.6758 -0.0186
```
Forces are in eV/Å.

Summary:
electronic energy: -2565.96413 a.u.
HOMO (spin up / spin down): -15.3929 / -15.4268 eV
spin multiplicity: 3
molar mass: 433.77 g/mol
⟨S²⟩: 2.078
net charge: +2
frontier orbital gap (spin up / spin down): 0.28390 / 0.29316 Ha
LUMO level (spin up / spin down): -0.2818 / -0.2738 Eh

Record 2
An isolated ion of composition C20H17F4N2 and charge +1 at a distorted geometry. Source: the Open Molecules 2025 dataset; level of theory: ωB97M-V/def2-TZVPD.

Geometry as XYZ:
```
43
Properties=species:S:1:pos:R:3:forces:R:3
C -0.159855 -4.809562 7.986956 -0.1855 -0.4760 -0.0249
N 0.902378 -3.872626 7.656731 0.0358 0.5838 -1.0568
C 1.840515 -3.698942 8.745874 0.1791 0.2182 0.4202
C 0.972466 -3.202196 6.470599 -0.2880 -0.7714 1.2532
C 1.788730 -2.052717 6.288976 0.1474 0.1796 -0.3969
C 1.748508 -1.365595 5.102680 -0.2441 0.0650 0.0380
N 0.899758 -1.709680 4.086262 0.1125 -1.0275 0.7711
C 0.768027 -0.803787 2.925149 0.3312 1.1271 -0.9764
C 1.962729 -0.809054 1.976732 0.1655 0.0232 -0.1076
C 2.181843 -1.795373 1.016399 0.3043 -0.0928 -0.2332
C 3.296056 -1.682206 0.184768 -0.0802 -0.4483 -0.8293
F 3.433933 -2.577965 -0.856261 -0.0789 0.9248 1.4158
C 4.238964 -0.666421 0.304058 -0.1951 0.1985 0.1821
C 3.971106 0.315530 1.255735 0.6541 0.5140 0.0294
F 4.855198 1.366002 1.401831 -1.1506 -1.3093 -0.2414
C 2.838763 0.278585 2.061448 0.0198 0.2101 0.1284
C -0.613682 -0.956197 2.332400 -0.5097 0.6440 -0.4072
C -1.624890 -0.265187 3.015774 -0.1959 -0.3779 0.1610
C -2.943404 -0.644222 2.802769 -0.6228 0.5853 0.2966
F -3.936405 0.011215 3.498100 1.1401 -0.8803 -0.8609
C -3.288578 -1.656580 1.907693 -0.1882 0.1898 0.1442
C -2.271090 -2.169511 1.119178 -0.0266 -0.4174 -0.7940
F -2.580550 -3.130731 0.181608 0.3305 1.2575 0.9882
C -0.941585 -1.755579 1.232546 -0.3993 -0.3098 0.3785
C 0.145257 -2.840622 4.223063 0.0844 -0.1408 0.2901
C 0.187396 -3.609395 5.364266 -0.2687 0.3259 -0.8086
H -0.957041 -4.797338 7.237493 0.2060 0.0030 0.3575
H 0.247095 -5.831435 8.073622 -0.1799 0.3110 -0.1132
H -0.588610 -4.544987 8.968131 0.1452 0.0124 -0.3950
H 2.725308 -3.143401 8.434046 -0.1131 -0.1919 0.0919
H 1.361799 -3.180467 9.589326 0.1341 -0.0133 -0.2117
H 2.147692 -4.688178 9.112263 0.0116 0.2417 -0.1869
H 2.405266 -1.680606 7.101811 -0.0639 -0.0198 -0.3477
H 2.347949 -0.465757 4.920931 -0.2629 -0.4311 0.1670
H 0.792469 0.194393 3.369410 -0.0930 -0.0788 0.0552
H 1.472919 -2.601224 0.857125 0.4861 -0.0357 0.1039
H 5.114457 -0.610596 -0.339912 -0.2555 -0.0334 0.1363
H 2.604384 1.126527 2.714483 0.3140 -0.3605 -0.1634
H -1.373861 0.565239 3.681532 -0.2114 -0.5135 0.0566
H -4.321316 -1.979836 1.788546 0.2742 0.0899 0.0075
H -0.220507 -2.020685 0.470644 -0.1849 -0.3877 0.3148
H -0.518438 -3.111502 3.393446 0.4523 0.2076 0.3580
H -0.415243 -4.518142 5.378350 0.2700 0.4048 0.0096
```
Forces are in eV/Å.

Summary:
electronic energy: -1281.05735 a.u.
HOMO: -12.3936 eV
molar mass: 361.36 g/mol
net charge: +1
frontier orbital gap: 0.33002 Ha
LUMO level: -0.1254 Eh
structure (SMILES): CN(C)c1cc[n+](C(c2cc(F)cc(F)c2)c2cc(F)cc(F)c2)cc1

Record 3
C20H17FO12V as an isolated structure at a distorted geometry. Source: the Open Molecules 2025 dataset; level of theory: ωB97M-V/def2-TZVPD.

Geometry as XYZ:
```
51
Properties=species:S:1:pos:R:3:forces:R:3
O -1.995270 1.439923 0.288508 0.1851 0.7384 0.5805
V -1.772301 1.040202 -1.248092 0.9120 1.7216 0.2201
O -2.396524 -0.395760 -1.333036 -0.8897 -2.4150 -0.9094
C 2.333852 2.234176 -3.299817 -2.7935 4.1441 -3.5678
O 2.989261 3.015501 -4.035377 3.4699 -0.1730 -0.4523
O 1.972405 2.481810 -2.177520 1.2026 0.3567 6.8815
O 1.405616 1.636390 -3.887797 -1.8206 -4.5734 -2.6964
C -2.818976 5.359018 -4.659214 2.1152 0.7686 1.9074
O -2.768016 4.754590 -3.558961 -0.3675 -2.3936 1.6012
O -1.997516 5.188147 -5.551282 1.7611 -1.7905 -2.9963
O -3.493449 6.379275 -4.656242 -3.7486 3.4940 -0.5472
F 4.447735 -2.644625 -0.065216 0.4148 -0.3541 -0.7205
C 3.406132 -2.438561 0.734823 0.3450 1.5107 2.1520
C 3.568968 -1.467888 1.750405 0.2318 -0.7864 -1.2898
C 2.501667 -1.187008 2.569207 -0.1519 -0.9024 0.4124
C 1.326845 -1.926670 2.431499 -0.3467 0.0176 0.2212
C 1.196114 -2.919695 1.463704 -0.5763 1.6651 1.0222
C 2.251731 -3.144561 0.634277 -0.2941 -0.9868 -1.9000
H 4.523422 -0.963700 1.785187 -0.0190 0.1904 0.1548
H 2.599176 -0.504832 3.400791 -0.0376 0.3308 -0.1915
H 0.489571 -1.667753 3.062643 -0.1308 -0.0453 0.0065
H 0.223204 -3.324577 1.227262 0.0323 -0.2813 0.2185
H 2.033175 -3.756158 -0.228607 0.5192 -0.3176 -0.1351
C 3.126700 -4.270080 -5.907286 0.9399 0.3259 0.7657
C 4.113085 -5.220843 -6.053136 -0.9911 -1.4069 -1.3868
C 3.786993 -6.437096 -6.728051 0.6888 1.2284 0.6719
C 2.477047 -6.774663 -7.055645 -0.1542 0.9943 1.4125
C 1.496436 -5.855416 -6.648819 0.0283 0.7140 -1.3451
C 1.821148 -4.577759 -6.199903 -0.6957 -0.0121 -0.1671
O 0.818199 -3.657380 -6.115822 -0.1493 -0.6454 -0.1448
O 4.825853 -7.285352 -6.988459 0.2372 -1.7331 -0.2902
H 3.385499 -3.295219 -5.521203 -0.0553 0.1652 0.1218
H 5.138833 -5.084695 -5.743795 0.0316 0.2460 -0.0316
H 2.123139 -7.708530 -7.466789 0.5425 -0.1012 -0.2397
H 0.487157 -5.942010 -7.023323 -0.2748 -0.4301 0.3451
H 1.127749 -2.796522 -5.824795 0.1749 0.1840 0.1906
H 5.620104 -6.895146 -7.360613 -0.3524 0.5546 0.1448
C -4.893391 4.425466 6.406151 0.7978 -0.1482 -0.8256
C -3.570599 4.794305 6.408561 0.2168 0.3557 -1.1958
C -3.042692 5.348312 7.519517 1.0084 -0.6056 3.0788
C -3.750070 5.368103 8.722513 -1.4582 0.4094 -0.0421
C -5.123064 5.089411 8.728142 1.4974 0.3138 -0.8039
C -5.641912 4.623575 7.528205 -0.5131 -0.0288 0.9793
O -6.949218 4.303336 7.561792 -1.4069 -0.4577 -0.1640
O -1.703417 5.580182 7.578695 1.0311 0.3530 -0.9143
H -5.227814 3.950533 5.495657 -0.6222 0.0191 0.0489
H -2.925588 4.706238 5.546811 -0.1158 -0.2274 -0.1787
H -3.272989 5.607792 9.661311 0.2382 0.2812 0.0044
H -5.763668 5.259958 9.580744 0.0504 -0.2866 0.0748
H -7.126462 3.750987 6.796863 -0.2985 0.0006 -0.1263
H -1.383880 5.805269 8.455529 -0.4084 0.0193 0.0450
```
Forces are in eV/Å.

Summary:
electronic energy: -2718.65688 a.u.
HOMO: 3.1588 eV
ΔE to the lowest compared entry with this formula, charge and spin: 0.0000 eV
molar mass: 519.29 g/mol
net charge: -3
frontier orbital gap: 0.03936 Ha
LUMO level: 0.1554 Eh

Record 4
C20H17N3 in the gas phase at a distorted geometry. Source: the Open Molecules 2025 dataset; level of theory: ωB97M-V/def2-TZVPD.

Geometry as XYZ:
```
40
Properties=species:S:1:pos:R:3:forces:R:3
C 0.406617 1.680155 4.953516 0.5132 -0.0865 0.7708
C 0.354022 0.780594 3.743199 0.0368 0.5591 -0.0938
C 1.202341 0.975933 2.652132 -0.0981 0.0617 -0.2658
C 1.048013 0.235980 1.476889 0.3157 0.1729 -0.0674
C 0.039879 -0.726592 1.387659 -0.3563 -0.2055 -0.1415
C -0.282072 -1.531993 0.140404 -0.1865 -0.7494 2.4039
C -0.279913 -0.709498 -1.097570 0.6244 -0.1179 -1.2810
C -0.344243 -1.283850 -2.358289 -0.3907 1.5362 -0.0264
N -0.340784 -0.314536 -3.329784 -0.2909 0.2062 -0.4190
C -0.441317 -0.610228 -4.777489 0.1932 -0.1040 0.2736
C -0.361790 0.949165 -2.731139 -0.5211 -1.0197 -0.2429
C -0.570260 2.166316 -3.379828 0.7154 0.9109 0.6433
C -0.704851 3.282023 -2.524430 0.2828 -0.6575 -1.0794
C -0.721851 3.167377 -1.138230 -0.0293 -0.6763 -0.6168
C -0.560988 1.928386 -0.558613 -0.1927 -0.1314 1.3483
C -0.346343 0.786457 -1.304970 0.1920 -1.7912 -1.7081
C 0.620818 -3.094905 0.491803 -1.3358 -1.3561 -2.7585
C 1.763599 -3.405557 1.394996 -0.2636 1.0460 0.5051
N 2.603541 -3.659598 2.148796 -0.7892 0.2145 -0.8130
C 1.021930 -3.553991 -0.891085 0.4571 -0.6214 -1.5648
N 1.285307 -3.853088 -1.995361 -0.6352 0.7123 2.8175
C -0.725111 -0.975948 2.512765 -0.0963 -0.0173 0.0343
C -0.565166 -0.248994 3.672506 -0.5140 0.3536 0.0538
H -0.275421 1.317546 5.740016 0.1445 0.1810 -0.3602
H 1.419352 1.585449 5.375326 -0.2244 0.2310 0.0318
H 0.220322 2.768539 4.814078 0.0269 -0.8205 -0.3487
H 1.938739 1.781549 2.700412 -0.1258 -0.2885 -0.0986
H 1.683196 0.475590 0.613149 -0.3133 -0.2321 0.3915
H -1.289624 -2.029214 0.214062 0.9783 0.6268 0.2462
H -0.560446 -2.282141 -2.701907 0.4840 -0.1895 0.3825
H -0.372806 0.313520 -5.369242 -0.0368 -0.3254 0.3847
H 0.402140 -1.257523 -5.063258 -0.2659 0.2370 0.0748
H -1.377942 -1.135545 -5.060509 0.4090 0.3968 0.4412
H -0.489150 2.268251 -4.484957 -0.3065 -0.0277 1.0704
H -0.762273 4.259938 -2.957007 -0.2088 0.3726 -0.2529
H -0.909361 4.026020 -0.528390 0.0134 0.3368 0.2344
H -0.673677 1.828218 0.511971 0.1364 0.1262 0.0780
H -0.260362 -3.817913 0.773991 1.7014 1.4922 -0.2273
H -1.514332 -1.708842 2.460201 -0.1432 -0.1931 0.0020
H -1.279733 -0.377048 4.474189 0.0997 -0.1627 0.1778
```
Forces are in eV/Å.

Summary:
electronic energy: -936.50816 a.u.
HOMO: -8.0432 eV
ΔE to the lowest compared entry with this formula, charge and spin: 1.3644 eV
molar mass: 299.38 g/mol
net charge: 0
frontier orbital gap: 0.31198 Ha
LUMO level: 0.0164 Eh
structure (SMILES): Cc1ccc([C@@H](c2cn(C)c3ccccc23)C(C#N)C#N)cc1

Record 5
C20H17N3O3 in the gas phase at a distorted geometry. Source: the Open Molecules 2025 dataset; level of theory: ωB97M-V/def2-TZVPD.

Geometry as XYZ:
```
43
Properties=species:S:1:pos:R:3:forces:R:3
C 0.524738 -2.978841 -6.950479 1.0494 -1.5070 -1.3188
C 0.862058 -3.453097 -5.520225 1.2180 -0.1881 -1.1595
O 1.389186 -2.250104 -4.938059 -1.5377 1.3456 2.5105
C 1.167054 -2.007375 -3.578744 2.4422 -1.7918 0.3300
C 1.910317 -2.782726 -2.632382 -0.8901 0.3690 -1.1594
C 1.906972 -2.547540 -1.299740 -0.5231 1.2092 1.6012
C 1.099900 -1.476793 -0.774041 1.6571 -2.0822 -3.2406
C 1.146174 -1.133891 0.578104 -0.0177 -1.7109 3.1467
N 0.414516 -0.246564 1.090284 0.0944 2.9885 -0.3023
C 1.053486 0.040588 2.274337 -3.1613 0.5944 1.3909
C 0.577888 1.252606 3.030739 -0.0392 -0.8295 0.7365
C 1.566354 2.023827 3.647063 -1.7741 2.1759 0.0040
C 1.207621 3.289461 4.244269 -0.5987 -2.5416 -0.4676
C -0.150214 3.609898 4.346688 1.2019 0.1762 -0.7758
C -1.138840 2.854849 3.713228 1.6535 -1.0764 0.5337
C -0.808722 1.583125 3.157275 0.6252 1.8933 0.0950
C -2.080051 0.930336 2.681604 0.4191 -1.6688 1.2435
C -3.161748 1.980373 2.941012 1.2424 0.2202 -0.9195
C -2.591038 3.201067 3.671667 0.2583 -0.6802 0.3442
O -3.094391 3.586137 4.967482 -0.3465 -0.7174 -0.3062
N 1.842863 -0.876697 2.691399 0.9427 -0.6706 -0.8220
O 1.923348 -1.744135 1.552869 0.3849 0.8683 -1.1134
C 0.454947 -0.659707 -1.703198 1.0685 -1.8703 1.5309
C 0.517964 -0.920582 -3.039643 -1.5173 0.9246 -2.9104
C -0.202774 -0.035292 -3.972945 -1.6336 2.4983 -2.4226
N -0.757469 0.698017 -4.730609 2.1501 -2.9644 3.0348
H 1.411454 -2.494447 -7.442475 -0.7831 -0.1053 0.8493
H -0.344520 -2.321902 -7.019444 0.1918 -0.0405 0.3395
H 0.357278 -3.847581 -7.644922 -0.1843 0.5288 0.8122
H 1.740883 -4.144541 -5.429998 -0.9359 0.0875 -0.7285
H 0.011527 -3.969985 -5.049979 0.1076 0.8263 0.3375
H 2.527000 -3.575561 -2.947641 0.5950 -0.7777 -0.8063
H 2.596968 -3.107399 -0.645114 -0.6795 0.2636 -0.2965
H 2.576847 1.711053 3.559302 0.7582 -0.1082 -0.0248
H 1.964551 3.934856 4.649853 0.1417 0.0821 0.1949
H -0.358685 4.523588 4.860563 -0.5564 0.4690 0.1039
H -1.942076 0.550987 1.669734 -0.4304 0.3200 -0.1523
H -2.394829 0.018885 3.291634 1.0004 0.8248 -0.6237
H -3.873139 1.549239 3.553850 -2.1054 -0.7685 0.7410
H -3.484245 2.253370 1.957249 -1.0320 0.4183 -0.2174
H -2.846146 4.034089 3.061033 0.3632 1.0273 -0.3758
H -3.435309 2.819608 5.455154 0.3003 0.1712 -0.2695
H -0.087702 0.128803 -1.326749 -1.1196 1.8171 0.5329
```
Forces are in eV/Å.

Summary:
electronic energy: -1162.20530 a.u.
HOMO: -8.9880 eV
ΔE to the lowest compared entry with this formula, charge and spin: 5.0499 eV
molar mass: 347.37 g/mol
net charge: 0
frontier orbital gap: 0.30890 Ha
LUMO level: -0.0214 Eh
structure (SMILES): CCOc1ccc(-c2nc(-c3cccc4c3CC[C@H]4O)no2)cc1C#N